#w
A cluster of 2 separate species, C3H5NOS in total. Source: OMol25; level of theory: ωB97M-V/def2-TZVPD.

Charge: 0
HOMO energy in eV: -8.9
Orbital gap in eV: 8.121

Each line ends with the natural charge from an NBO analysis.
CARTESIAN COORDINATES (ANGSTROEM)
1 C -0.49 -0.49 0.60  0.65
2 C 0.64 0.03 -0.20  -0.59
3 C 0.41 0.01 -1.74  -0.18
4 H -1.77 -0.29 2.19  0.40
5 H -0.85 1.45 1.62  0.35
6 H 1.43 -0.61 0.01  0.26
7 H 1.10 0.97 0.25  0.22
8 H 0.02 -0.86 -2.10  0.20
9 N -0.67 -0.06 1.94  -0.76
10 O -1.01 -1.38 -0.01  -0.58
11 S 1.18 1.23 -2.57  0.03


#x
An isolated molecule of C3H5NOS. Source: OMol25; level of theory: ωB97M-V/def2-TZVPD.

Charge: 0
HOMO energy in eV: -8.8
SMILES: CNC(=S)C=O
Orbital gap in eV: 7.537

Each line ends with the natural charge from an NBO analysis.
CARTESIAN COORDINATES (ANGSTROEM)
1 C 1.14 -0.24 -0.72  -0.45
2 N 0.70 0.27 0.42  -0.55
3 C -0.52 0.35 0.91  0.05
4 S -0.66 0.59 2.59  -0.18
5 C -1.66 0.14 -0.04  0.35
6 O -1.37 -0.51 -1.14  -0.51
7 H 0.69 -1.19 -1.01  0.24
8 H 0.92 0.09 -1.84  0.23
9 H 2.22 -0.61 -0.55  0.21
10 H 1.19 0.77 1.12  0.43
11 H -2.63 0.34 0.25  0.17


Which of them is most stable? Easy: #x.